# 1
The following is a quantum chemistry calculation of a molecular structure, C47H67B2N4O22Y at a distorted geometry, from OMol25.

Geometry as XYZ:
```
143
Properties=species:S:1:pos:R:3
N -2.33559 6.24678 0.98373
H -1.82218 5.37975 0.91465
H -1.77076 6.80061 1.61169
H -3.26697 6.11115 1.35009
H -2.41289 6.67806 0.07372
Y 5.93348 -0.55258 2.12405
O -0.21420 5.22956 3.09651
C 0.89996 5.08992 2.61447
O 1.99677 4.65854 3.11980
B 3.06595 4.40263 2.15763
O 2.55094 4.94433 0.86764
C 1.27069 5.26310 1.10077
O 0.49475 5.67986 0.20619
O 3.45520 2.98008 2.06172
C 4.68714 2.81782 2.08478
O 5.33693 1.77372 2.07523
C 5.33276 4.22202 2.18106
O 4.38194 5.08158 2.34253
O 6.52539 4.45119 2.20872
O 3.73655 -0.26186 1.25470
C 2.54185 -0.00601 0.91846
O 1.60959 0.47957 1.70498
B 0.37478 0.68429 0.89718
O 0.61267 0.04704 -0.40878
C 1.89341 -0.28867 -0.51357
O 2.56048 -0.65669 -1.49031
O 0.17142 2.18274 0.80826
C -1.09918 2.47631 0.90683
O -1.62035 3.63415 0.78114
C -1.73806 1.19540 1.48201
O -0.85602 0.18237 1.40020
O -2.90726 1.15128 1.82831
C -4.46134 -4.10442 3.07762
C -3.09048 -3.31954 2.88859
C -3.33271 -1.97676 3.44289
O -4.52490 -2.08971 4.25272
C -5.31545 -3.06905 3.61056
H -4.44982 -4.91742 3.80357
H -4.78308 -4.54133 2.13226
H -2.66185 -3.35687 1.88710
H -2.31977 -3.82170 3.47336
H -3.54159 -1.41259 2.53395
H -2.54047 -1.53393 4.04652
H -5.88902 -2.68589 2.76659
H -6.08990 -3.36166 4.31957
C 5.89007 0.47270 -4.96616
C 4.63336 -0.25999 -4.35915
C 3.54714 0.48812 -5.17850
O 4.12526 0.68811 -6.47976
C 5.56474 0.38026 -6.46304
H 6.80963 -0.01782 -4.64694
H 6.01251 1.54969 -4.85113
H 4.55229 -0.12470 -3.28062
H 4.56297 -1.32794 -4.56561
H 3.17436 1.33674 -4.60492
H 2.61680 -0.07775 -5.22724
H 6.02077 1.14885 -7.08707
H 5.73255 -0.64903 -6.78007
C -0.33344 0.89172 -5.24904
C -0.26615 0.92133 -3.70351
C -1.75163 0.79207 -3.38426
O -2.22368 -0.16606 -4.37180
C -1.53738 0.09711 -5.59896
H 0.56078 0.45279 -5.69155
H -0.50916 1.89002 -5.64980
H 0.18426 1.77673 -3.19999
H 0.29443 0.07550 -3.30550
H -2.36434 1.69159 -3.44378
H -1.81325 0.40977 -2.36535
H -2.19041 0.66973 -6.25756
H -1.22755 -0.84468 -6.05188
C -2.49973 -3.07881 -1.44754
C -1.13826 -2.53861 -1.54256
C -0.12539 -3.67293 -1.74816
O -0.86406 -4.85838 -1.45502
C -2.17316 -4.49825 -1.03473
H -3.06323 -3.00608 -2.37774
H -3.05381 -2.66561 -0.60472
H -0.75434 -1.94358 -0.71392
H -1.02229 -1.83753 -2.36907
H 0.77629 -3.40517 -1.19737
H 0.08156 -3.61540 -2.81679
H -2.23359 -4.60417 0.04843
H -2.85999 -5.15635 -1.56696
C 0.55052 -3.50200 4.12531
C 0.63594 -4.63555 3.13738
C 1.05006 -4.04986 1.88001
O 1.24889 -2.63878 2.14639
C 0.47480 -2.22944 3.31442
H 1.49618 -3.57412 4.66255
H -0.23957 -3.65427 4.86060
H -0.34053 -5.10222 3.00763
H 1.32666 -5.45910 3.31838
H 0.29995 -4.21102 1.10574
H 2.04694 -4.38230 1.59051
H -0.50564 -2.13735 2.84714
H 0.82810 -1.35964 3.86824
C -4.55965 2.80123 -1.38713
C -3.95112 3.97382 -2.21868
C -4.92270 5.10833 -1.92301
O -5.09914 4.89350 -0.53107
C -5.08425 3.47422 -0.15185
H -3.93223 1.92031 -1.25139
H -5.43628 2.41039 -1.90371
H -3.81398 3.80685 -3.28705
H -3.09270 4.46613 -1.76169
H -5.88048 5.11149 -2.44333
H -4.39526 6.03551 -2.14718
H -6.07352 3.13480 0.15514
H -4.52750 3.16405 0.73240
N 4.88644 0.08955 4.08364
C 5.55118 0.77684 5.10886
C 4.85088 1.65998 5.97122
C 3.47828 1.45946 6.27100
C 2.81647 0.62872 5.36982
C 3.49971 0.01970 4.29801
H 6.61898 0.88880 5.22583
H 5.50471 2.27500 6.57177
H 2.98588 1.92282 7.11316
H 1.74207 0.52486 5.33418
H 2.97446 -0.69032 3.67642
N 5.46195 -2.09113 0.11814
C 4.31902 -2.92909 0.05929
C 3.94685 -3.70054 -1.02301
C 4.78020 -3.82045 -2.07754
C 6.00627 -3.15755 -2.09202
C 6.26933 -2.28463 -1.01891
H 3.52222 -2.95732 0.78779
H 3.01187 -4.22148 -1.16742
H 4.56171 -4.47880 -2.90533
H 6.76830 -3.21488 -2.85520
H 7.16572 -1.68282 -1.04556
N -6.62882 -0.60392 -2.12414
C -7.44693 -0.22998 -1.08460
C -6.94307 -0.04732 0.18454
C -5.55404 -0.06530 0.45386
C -4.71496 -0.44837 -0.61172
C -5.31165 -0.69689 -1.85658
H -8.51805 -0.20062 -1.21966
H -7.64798 0.06678 0.99478
H -5.18164 0.03423 1.46273
H -3.65096 -0.33471 -0.46552
H -4.75169 -1.12678 -2.67390
```

Summary:
* LUMO: -8.366 eV
* net charge: +2
* calculated total energy: -3793.1521 hartree
* highest occupied orbital energy: -12.30 eV
* multiplicity: 1

***

# 2
The following is a quantum chemistry calculation of 7 unconnected molecules or ions with the total composition C47H68B2BrF3N10O10P, from OMol25.

Geometry as XYZ:
```
142
Properties=species:S:1:pos:R:3
C -2.31953 4.98313 1.91861
C -1.28783 3.96200 2.44160
N -0.89124 3.05897 1.37421
C 0.35175 2.27232 1.50757
C 1.46395 3.34301 1.45706
C 2.94612 3.16439 1.69149
O 3.42723 2.75194 2.71307
O 3.67504 3.72204 0.69350
N 0.33450 1.46890 2.71412
B 1.02200 1.91329 3.98079
O 0.62796 3.07507 4.62370
O 2.04678 1.17762 4.51227
C -0.94392 0.76172 2.88817
C -0.76122 -0.25984 4.03472
C -1.74300 -1.43053 4.20268
C -1.34961 -2.76649 3.61193
F -1.97798 -3.75663 4.25075
F -0.03029 -3.00753 3.70877
F -1.67493 -2.91610 2.29933
C -1.62419 0.15766 1.61262
C -3.13866 0.24759 1.78404
C -3.78248 1.44361 2.09677
C -5.15510 1.50072 2.26157
C -5.92323 0.35882 2.11172
C -5.30194 -0.83372 1.79397
C -3.92621 -0.87855 1.62873
N -1.07340 0.58977 0.17371
C -2.21230 1.34232 -0.54541
C -2.29941 1.95762 -1.96033
O -1.99627 1.10811 -3.03671
C -1.84807 3.43257 -2.18694
N -0.90188 3.73318 -3.24624
B -1.04547 -0.74471 -0.73285
C -0.25414 -1.04308 -2.04521
O -1.99845 -1.63521 -0.37545
C 0.33867 1.21670 0.32104
C 0.76900 1.89893 -0.99146
C 2.22965 2.09679 -1.33527
O 3.20311 1.65830 -0.85143
Br 2.38987 3.33131 -2.84712
P 1.57536 -0.15947 0.69832
O 2.08308 -0.81308 -0.51291
O 0.75981 -1.20976 1.58718
O 2.70482 0.48052 1.58084
H -1.99873 6.00162 2.11703
H -3.27544 4.86591 2.42828
H -2.52233 4.85862 0.85610
H -1.74329 3.43574 3.27896
H -0.46828 4.52255 2.89246
H -0.90305 3.56331 0.49955
H 1.20026 4.05501 2.24443
H 1.33599 3.93725 0.55269
H 4.48928 3.19276 0.63213
H -0.19223 2.97702 5.11440
H 1.79376 0.36787 4.95982
H -1.66345 1.47697 3.28733
H -0.85189 0.31581 4.95851
H 0.24314 -0.67320 4.01947
H -2.77778 -1.20039 3.96259
H -1.77110 -1.66297 5.26949
H -1.40457 -0.89062 1.66626
H -3.21892 2.35211 2.20464
H -5.62746 2.44452 2.49420
H -6.99436 0.39766 2.24177
H -5.87967 -1.74024 1.68083
H -3.47969 -1.82904 1.40212
H -2.64548 2.06588 0.12618
H -2.97455 0.56413 -0.59124
H -3.38804 2.02588 -2.03065
H -1.06588 1.16198 -3.27920
H -1.46949 3.87193 -1.26312
H -2.73969 4.00596 -2.43049
H -0.06974 3.15676 -3.24961
H -1.34028 3.59357 -4.14823
H 0.56284 -0.42020 -2.37258
H -1.00776 -1.10449 -2.83343
H 0.17004 -2.04468 -1.95693
H -1.66197 -2.53939 -0.36939
H 0.31872 1.43804 -1.86388
H 0.34288 2.90304 -1.01874
H 1.34182 -1.96377 1.77364
H 3.55670 0.06339 1.37606
N -4.15757 -4.41217 0.77613
C -4.16057 -4.43477 -0.59351
C -5.10884 -5.33570 -0.98980
C -5.70513 -5.87819 0.18222
C -5.09588 -5.28820 1.25661
H -3.55481 -3.84985 1.34602
H -3.50131 -3.80856 -1.17072
H -5.35116 -5.57157 -2.01123
H -6.49261 -6.61088 0.22631
H -5.25124 -5.41225 2.31441
N -4.67051 -5.21814 -5.09892
C -3.51776 -4.80221 -4.48884
C -3.16082 -3.60692 -5.05130
C -4.13815 -3.28965 -6.03641
C -5.05599 -4.30324 -6.04214
H -5.13942 -6.07823 -4.89396
H -3.05493 -5.39145 -3.71552
H -2.29284 -3.02412 -4.79165
H -4.16041 -2.41956 -6.67001
H -5.94301 -4.45126 -6.63340
N 5.80364 5.45461 2.60908
C 6.97514 5.95638 3.11920
C 7.25285 7.12096 2.45553
C 6.21356 7.33336 1.50380
C 5.34486 6.28584 1.62364
H 5.34522 4.61137 2.91186
H 7.50382 5.44675 3.90611
H 8.10754 7.75215 2.62940
H 6.12384 8.15372 0.81263
H 4.43193 6.06405 1.10150
N -7.63303 -6.78309 -3.66673
C -8.95356 -6.79980 -4.02987
C -9.63244 -7.51853 -3.08376
C -8.68602 -7.94715 -2.10955
C -7.46342 -7.47689 -2.50123
H -6.89681 -6.33403 -4.17299
H -9.29370 -6.30292 -4.92160
H -10.69124 -7.71366 -3.08476
H -8.88481 -8.52891 -1.22554
H -6.48878 -7.57267 -2.05599
N 7.17405 2.75697 1.07080
C 8.06983 1.97147 1.74036
C 8.52158 1.01587 0.86919
C 7.87428 1.23678 -0.37787
C 7.05168 2.31985 -0.22246
H 6.68741 3.54017 1.46902
H 8.30879 2.15691 2.77320
H 9.23777 0.24471 1.09929
H 7.99872 0.66874 -1.28430
H 6.39705 2.81521 -0.92124
N 11.39193 -0.83339 -2.99897
C 11.31777 -1.73265 -4.02679
C 10.09557 -2.34514 -3.96064
C 9.40490 -1.79165 -2.84718
C 10.23144 -0.86058 -2.27699
H 12.17871 -0.24321 -2.80392
H 12.13560 -1.85963 -4.71446
H 9.73632 -3.10547 -4.63305
H 8.41632 -2.04926 -2.50522
H 10.09638 -0.22083 -1.42275
```

Summary:
* LUMO: -2.218 eV
* net charge: +1
* calculated total energy: -6396.3113 hartree
* highest occupied orbital energy: -9.38 eV
* multiplicity: 1

***

# 3
The following is a quantum chemistry calculation of a molecular structure, C47H73AuN4O2SbSi3Te, from OMol25.

Geometry as XYZ:
```
132
Properties=species:S:1:pos:R:3
Au -0.22466 -2.12220 0.49353
C -5.07053 -1.71176 1.71006
Si -4.60941 -2.99658 0.43721
C -5.70542 -4.50308 0.62208
C -4.79012 -2.26501 -1.27561
Sb -2.19134 -3.70718 0.82522
Si -2.12513 -4.78038 3.14536
C -3.13797 -3.75914 4.33744
C -2.83973 -6.51220 3.02730
C -0.32017 -4.86609 3.61064
Si -1.70094 -5.62614 -0.77087
C -3.10113 -6.86616 -0.89644
C -0.15665 -6.44817 -0.10643
C -1.37331 -4.85637 -2.44234
H -6.11585 -1.41984 1.57535
H -4.45403 -0.82150 1.60015
H -4.94959 -2.08367 2.72816
H -6.75381 -4.20433 0.53547
H -5.57246 -4.97434 1.59782
H -5.50313 -5.25176 -0.14459
H -5.83809 -2.00284 -1.44627
H -4.48582 -2.95939 -2.06110
H -4.20142 -1.35068 -1.36971
H -4.20236 -3.98628 4.24703
H -2.96976 -2.69418 4.18483
H -2.82770 -3.99354 5.35949
H -3.90419 -6.50703 2.78622
H -2.71809 -7.01457 3.99162
H -2.32134 -7.11141 2.27697
H 0.18168 -3.92038 3.40029
H 0.18812 -5.65963 3.05947
H -0.22295 -5.07481 4.67950
H -3.47505 -7.17891 0.07890
H -2.74338 -7.75552 -1.42318
H -3.93643 -6.45963 -1.46969
H -0.37174 -7.03537 0.78872
H 0.60489 -5.70767 0.14642
H 0.26108 -7.12325 -0.85795
H -2.26048 -4.35012 -2.82961
H -1.08313 -5.62406 -3.16483
H -0.56975 -4.12046 -2.37614
C 1.67776 0.83965 5.15626
C 1.32331 0.21198 3.81019
C 0.09340 -0.57614 3.86317
N -0.87326 -1.19545 3.90339
H 2.62586 1.36924 5.06813
H 1.77608 0.08159 5.93274
H 0.91659 1.55261 5.46340
H 2.11846 -0.45617 3.47574
H 1.18930 0.97323 3.03790
C 4.50868 2.23098 -5.45816
C 4.58941 0.78308 -4.99792
N 3.49809 0.42596 -4.09029
C 3.80902 0.46290 -2.66525
C 4.62159 -0.74568 -2.21876
C 2.31907 0.09906 -4.66981
O 2.18500 0.14229 -5.88832
C 1.11290 -0.30836 -3.85487
C -0.11577 0.01732 -4.42799
C -1.28532 -0.40389 -3.82788
C -1.18846 -1.16572 -2.67463
N -0.03024 -1.48310 -2.11070
C 1.09482 -1.05485 -2.68163
H 5.40556 2.50695 -6.01449
H 4.42054 2.90274 -4.60382
H 3.64166 2.37126 -6.10190
H 5.52629 0.59784 -4.47197
H 4.54864 0.11683 -5.85795
H 2.89388 0.57748 -2.08389
H 4.38951 1.37320 -2.48804
H 4.08157 -1.67600 -2.40094
H 4.85525 -0.68277 -1.15718
H 5.56344 -0.80011 -2.76683
H -0.12064 0.57861 -5.35214
H -2.25304 -0.15930 -4.24402
H -2.07548 -1.53312 -2.17007
H 2.00258 -1.34826 -2.17221
C -1.17163 8.00954 -3.31803
C -0.92033 6.63917 -2.75082
C -1.85171 6.01561 -1.93351
C -1.64212 4.73971 -1.41942
C -2.71627 4.12931 -0.55983
C -0.44920 4.06437 -1.71974
Te -0.08083 2.12612 -0.92216
N 1.08850 -0.32492 0.52779
C 2.15634 -0.89501 0.97611
O 2.08186 -2.15718 1.23253
C 3.42653 -0.15188 1.20699
C 3.49689 1.20832 0.92770
C 4.68561 1.89452 1.11638
C 5.80620 1.22227 1.59188
C 5.73199 -0.13326 1.88394
C 4.54157 -0.82207 1.69319
C -0.13516 2.73626 1.11441
C 0.72491 3.73740 1.57871
C 1.73337 4.43430 0.70487
C 0.61812 4.15931 2.90604
C -0.32468 3.63161 3.77125
C -0.47889 4.15049 5.17547
C -1.15360 2.62282 3.29383
C -1.07816 2.16512 1.98450
C -2.03459 1.09392 1.55085
C 0.49867 4.67444 -2.55265
C 1.81756 4.04587 -2.92739
C 0.24402 5.94909 -3.05118
H -2.03109 8.48137 -2.84316
H -1.36881 7.95623 -4.39057
H -0.30608 8.65833 -3.17747
H -2.77341 6.53285 -1.68881
H -3.55931 4.81225 -0.45854
H -2.34528 3.89594 0.43906
H -3.07624 3.19533 -0.99741
H 2.61341 1.70736 0.55016
H 4.74003 2.95367 0.89470
H 6.73650 1.75657 1.73801
H 6.60464 -0.65400 2.25716
H 4.45936 -1.88087 1.90323
H 2.14510 3.76597 -0.05120
H 2.54998 4.83124 1.30852
H 1.27000 5.26690 0.16921
H 1.28378 4.94120 3.25755
H 0.28264 4.89446 5.40781
H -0.40927 3.34964 5.91335
H -1.45689 4.61748 5.30614
H -1.88570 2.17582 3.95834
H -2.63206 0.76970 2.40067
H -1.50661 0.22227 1.15914
H -2.69592 1.45923 0.76025
H 1.79507 2.95891 -2.90023
H 2.60468 4.37499 -2.24180
H 2.10767 4.35877 -3.92932
H 0.98406 6.41291 -3.69629
```

Summary:
* LUMO (spin up / spin down): 0.517 / -0.561 eV
* net charge: 0
* calculated total energy: -3716.7714 hartree
* ⟨S²⟩: 0.76
* highest occupied orbital energy (spin up / spin down): -7.32 / -7.32 eV
* multiplicity: 2

***

> Number 1 is which compound?

C47H67B2N4O22Y

***

> Among the records above, which one has the highest calculated total energy?

C47H73AuN4O2SbSi3Te